(1)
C29H40AsNO2S5SbTi as an isolated structure. Source: OMol25; level of theory: wB97M-V/def2-TZVPD.

Structure (XYZ):
```
80
Properties=species:S:1:pos:R:3:lowdin_charge:R:1
Ti -0.8434 -1.9742 0.3645 0.02
O 1.3307 2.4504 0.4001 -0.52
S 1.2005 3.1695 1.7001 0.97
C -0.5774 3.3325 2.0442 -0.32
C -1.4549 2.2805 1.3684 -0.24
C -1.6741 2.5834 -0.1148 -0.24
C -2.9180 1.9327 -0.7004 -0.30
S -2.8088 0.1048 -0.8522 0.95
O -1.3194 -0.2093 -0.7761 -0.66
C -3.2397 -0.0509 -2.5730 -0.39
C -4.4926 0.3786 -2.9966 -0.10
C -4.8502 0.1960 -4.3209 -0.09
C -3.9707 -0.4346 -5.1966 -0.09
C -2.7415 -0.8871 -4.7462 -0.06
C -2.3634 -0.6933 -3.4227 -0.10
C 1.6038 2.0186 3.0143 -0.39
C 2.1179 2.5277 4.2014 -0.10
C 2.5303 1.6509 5.1912 -0.09
C 2.4571 0.2783 4.9769 -0.08
C 1.9399 -0.2166 3.7902 -0.08
C 1.4933 0.6569 2.8074 -0.10
H -0.8503 4.3321 1.6962 0.08
H -0.6703 3.3166 3.1314 0.09
H -2.4218 2.3035 1.8839 0.11
H -1.0574 1.2692 1.5029 0.08
H -0.7870 2.3133 -0.6833 0.09
H -1.8211 3.6635 -0.2338 0.12
H -3.1490 2.3343 -1.6855 0.09
H -3.7748 2.1066 -0.0448 0.09
H -5.1854 0.8383 -2.3002 0.11
H -5.8212 0.5270 -4.6671 0.10
H -4.2620 -0.5935 -6.2274 0.10
H -2.0723 -1.4282 -5.4021 0.10
H -1.4344 -1.1060 -3.0511 0.00
H 2.2147 3.5991 4.3382 0.10
H 2.9319 2.0359 6.1199 0.10
H 2.8031 -0.4046 5.7425 0.10
H 1.8628 -1.2823 3.6179 0.12
H 1.0502 0.2726 1.8969 0.08
S -0.2551 -3.4025 -3.1327 -0.27
Sb -1.1768 -4.5885 -1.3521 0.27
S -2.8337 -3.0048 -0.4488 -0.10
S 0.2449 -4.0769 0.6055 -0.17
C -1.4780 -0.5090 4.1808 -0.06
C -2.0756 -1.3833 3.0801 -0.71
C -3.4663 -0.8456 2.7125 -0.06
C -2.2108 -2.8247 3.5826 -0.06
N -1.2575 -1.3834 1.8878 -0.15
H -2.1481 -0.4781 5.0446 0.08
H -1.3190 0.5119 3.8225 0.07
H -0.5173 -0.9052 4.5060 0.06
H -4.1374 -0.8608 3.5769 0.08
H -3.8931 -1.4560 1.9150 0.05
H -3.3852 0.1847 2.3550 0.05
H -2.8277 -2.8729 4.4860 0.08
H -1.2234 -3.2355 3.8000 0.08
H -2.6590 -3.4408 2.8020 0.07
C 3.0924 -0.5179 0.2320 -0.29
As 1.6455 -1.3017 -0.8325 1.11
C 2.7279 -2.7493 -1.5340 -0.34
C 1.5765 0.0010 -2.3107 -0.31
C 2.8891 0.2576 -2.9680 -0.30
C 3.7165 1.2910 -2.5287 -0.06
C 4.9541 1.5088 -3.1170 -0.10
C 5.3875 0.6973 -4.1567 -0.11
C 4.5694 -0.3321 -4.6043 -0.09
C 3.3329 -0.5491 -4.0157 -0.06
H 4.0231 -0.5441 -0.3356 0.03
H 3.2146 -1.1048 1.1419 0.02
H 2.8481 0.5112 0.4767 -0.01
H 3.6877 -2.3505 -1.8650 0.02
H 2.1921 -3.2394 -2.3421 -0.06
H 2.8664 -3.4610 -0.7219 0.00
H 1.1639 0.9053 -1.8609 0.06
H 0.8500 -0.4196 -3.0069 0.05
H 3.3743 1.9251 -1.7181 0.11
H 5.5826 2.3168 -2.7617 0.09
H 6.3539 0.8661 -4.6155 0.09
H 4.8967 -0.9715 -5.4151 0.10
H 2.6991 -1.3601 -4.3579 0.12
```

Results
- spin multiplicity = 1
- HOMO level (eV) = -3.90
- Kohn-Sham gap (Eh) = 0.218
- total charge = -1



(2)
C29H40AsNO2S5SbTi as an isolated structure. Source: OMol25; level of theory: wB97M-V/def2-TZVPD.

Structure (XYZ):
```
80
Properties=species:S:1:pos:R:3:lowdin_charge:R:1
Ti -0.4488 0.2916 0.7550 0.20
O 0.6144 1.5513 2.0421 -0.68
S 1.4877 0.9040 3.1383 0.83
C 2.8525 2.1591 3.1847 -0.29
C 2.7294 3.1953 2.0763 -0.24
C 3.0394 2.6505 0.6749 -0.23
C 2.2768 3.3848 -0.4308 -0.28
S 0.9894 2.3601 -1.2758 0.98
O 0.9862 1.0256 -0.5687 -0.71
C 1.9419 1.9345 -2.7280 -0.40
C 1.9344 2.7793 -3.8274 -0.10
C 2.6876 2.4394 -4.9420 -0.09
C 3.4260 1.2626 -4.9432 -0.09
C 3.4125 0.4251 -3.8358 -0.06
C 2.6649 0.7504 -2.7122 -0.05
C 0.6643 1.4191 4.6452 -0.40
C 1.3323 1.2598 5.8518 -0.09
C 0.6852 1.5748 7.0368 -0.09
C -0.6245 2.0378 7.0101 -0.10
C -1.2861 2.1766 5.7985 -0.07
C -0.6461 1.8597 4.6078 -0.08
H 3.7670 1.5702 3.0829 0.09
H 2.8377 2.6376 4.1622 0.08
H 3.4051 4.0237 2.3128 0.11
H 1.7159 3.5973 2.0967 0.10
H 2.8071 1.5814 0.6255 0.03
H 4.1113 2.7309 0.4807 0.12
H 2.9302 3.7125 -1.2385 0.08
H 1.7399 4.2550 -0.0494 0.08
H 1.3386 3.6854 -3.8185 0.11
H 2.6925 3.0878 -5.8089 0.10
H 4.0070 0.9935 -5.8163 0.10
H 3.9816 -0.4956 -3.8425 0.11
H 2.6273 0.1029 -1.8402 0.10
H 2.3483 0.8808 5.8700 0.11
H 1.1998 1.4502 7.9813 0.10
H -1.1332 2.2757 7.9360 0.10
H -2.3136 2.5180 5.7758 0.10
H -1.1514 1.9238 3.6539 0.08
S 2.7802 -1.1154 1.0756 -0.28
Sb 0.8841 -2.4670 1.3529 0.27
S -0.5635 -1.7922 -0.4893 -0.14
S -0.5936 -1.0578 2.8052 -0.09
C -3.9151 1.9327 1.5157 -0.06
C -2.7465 2.3428 0.6121 -0.71
C -2.0432 3.5712 1.2150 -0.05
C -3.2908 2.7233 -0.7692 -0.08
N -1.8256 1.2451 0.5047 -0.13
H -4.5891 2.7761 1.6991 0.08
H -3.5316 1.5675 2.4703 0.07
H -4.4825 1.1228 1.0544 0.08
H -2.5954 4.4892 0.9915 0.08
H -1.0337 3.6620 0.8083 0.06
H -1.9526 3.4862 2.2993 0.06
H -4.0168 3.5385 -0.6912 0.08
H -3.7816 1.8651 -1.2291 0.05
H -2.4760 3.0405 -1.4248 0.06
C -2.1550 1.5503 -4.6083 -0.33
As -1.4577 0.5894 -3.0293 1.14
C -3.0483 -0.5161 -2.7694 -0.32
C -0.2514 -0.6301 -4.0403 -0.34
C -0.8971 -1.5612 -5.0066 -0.31
C -1.4292 -2.7743 -4.5623 -0.06
C -2.0533 -3.6418 -5.4443 -0.09
C -2.1596 -3.3189 -6.7921 -0.12
C -1.6299 -2.1206 -7.2474 -0.10
C -1.0052 -1.2524 -6.3616 -0.07
H -2.5668 0.8628 -5.3499 0.01
H -1.3538 2.1319 -5.0693 0.01
H -2.9395 2.2370 -4.2863 0.01
H -3.2315 -1.1542 -3.6337 0.02
H -3.8923 0.1614 -2.6391 0.01
H -2.9326 -1.1172 -1.8690 -0.02
H 0.2887 -1.1813 -3.2689 0.04
H 0.4493 0.0419 -4.5425 0.06
H -1.3407 -3.0282 -3.5110 0.11
H -2.4612 -4.5754 -5.0766 0.10
H -2.6454 -3.9992 -7.4806 0.09
H -1.7004 -1.8594 -8.2967 0.09
H -0.5852 -0.3204 -6.7244 0.11
```

Results
- spin multiplicity = 1
- HOMO level (eV) = -3.80
- Kohn-Sham gap (Eh) = 0.219
- total charge = -1



Which of them is least stable? Easy: (2).



(1)
A 3-piece molecular cluster, C4H13NO3 overall. Source: OMol25; level of theory: wB97M-V/def2-TZVPD.

Structure (XYZ):
```
21
Properties=species:S:1:pos:R:3:lowdin_charge:R:1
C 0.9252 -0.6507 1.4055 -0.09
C -0.1967 -1.1350 2.3107 -0.25
N -1.4613 -1.4633 1.6755 -0.15
C -1.9356 -0.6151 0.6059 -0.05
C -1.8031 -2.7865 1.7027 -0.34
O -2.6125 -3.3091 0.9655 0.02
H 1.2693 -1.5118 0.8199 0.08
H 1.7969 -0.2869 1.9555 0.08
H 0.6440 0.1740 0.7536 0.06
H -0.3840 -0.2550 2.9557 0.11
H 0.1069 -1.7831 3.1142 0.11
H -1.4166 -0.7123 -0.3502 0.10
H -1.6738 0.4114 0.8808 0.09
H -3.0125 -0.7255 0.5873 0.09
H -1.3868 -3.3297 2.5662 0.13
O 2.8063 1.7354 -1.5889 -0.05
H 2.4719 2.5071 -1.1326 0.03
H 2.9953 1.9356 -2.5007 0.02
O 1.0083 4.1306 -5.8160 -0.06
H 1.7237 3.9069 -5.2181 0.03
H 0.1353 3.7629 -5.6924 0.03
```

Results
- SMILES = CCN(C)C=O.O.O
- spin multiplicity = 1
- HOMO level (eV) = -9.31
- Kohn-Sham gap (Eh) = 0.350



(2)
A 4-piece molecular cluster, C4H13NO3 overall. Source: OMol25; level of theory: wB97M-V/def2-TZVPD.

Structure (XYZ):
```
21
Properties=species:S:1:pos:R:3:lowdin_charge:R:1
C -0.9365 -0.8693 0.7903 -0.34
N -0.6635 0.0400 -0.1741 0.22
C 0.6458 0.3325 -0.4935 -0.27
C 1.2774 -0.7390 -1.3830 -0.05
C -3.6072 0.7548 -0.1982 -0.04
O -1.9127 -1.5323 0.9938 0.09
H -0.1694 -0.9103 1.6028 0.16
H 0.7040 1.3070 -0.9714 0.13
H 1.1530 0.4258 0.5431 0.17
H 2.3423 -0.5087 -1.4438 0.07
H 0.8953 -0.7878 -2.3931 0.09
H 1.3017 -1.7201 -0.9084 0.08
H -2.7925 0.1360 -0.5811 -0.01
H -3.7800 0.3762 0.8097 0.02
H -3.3160 1.8000 -0.1006 0.03
H -4.4636 0.6199 -0.8416 0.02
H 2.1059 -0.7812 2.3249 0.06
O 2.1072 -0.7948 1.3650 -0.11
H 2.6264 0.0401 0.8998 -0.02
H 3.5537 1.7717 0.1224 0.00
O 2.9287 1.0395 0.0370 -0.28
```

Results
- spin multiplicity = 1
- HOMO level (eV) = -9.57
- Kohn-Sham gap (Eh) = 0.202



(3)
C4H13NO3 as an isolated structure. Source: OMol25; level of theory: wB97M-V/def2-TZVPD.

Structure (XYZ):
```
21
Properties=species:S:1:pos:R:3:lowdin_charge:R:1
C -0.8899 1.1335 -0.7995 -0.21
C -0.4131 -0.5710 1.3315 -0.11
C -2.0977 1.7087 -0.1426 -0.06
N 0.2673 1.7017 -0.8730 0.13
O -1.4925 -1.3468 0.9272 -0.03
H -1.1533 -2.1692 0.5588 0.10
H -1.0062 0.2363 -1.3801 0.13
H 1.3086 0.9996 -1.2482 0.06
H 0.4472 2.4640 -0.2278 0.11
H -0.7680 0.3681 1.7523 0.11
H 0.1366 -1.0352 2.1587 0.09
H -2.6728 0.9060 0.3217 0.07
H -1.8265 2.4391 0.6195 0.08
H -2.7289 2.1853 -0.8915 0.09
C 1.7458 -1.8559 0.3664 -0.17
O 0.9717 -0.6900 0.2134 -0.28
O 2.2544 0.1548 -1.5202 -0.31
H 2.0315 -0.1522 -2.4120 -0.03
H 1.4084 -2.6555 -0.3008 0.08
H 2.7817 -1.5996 0.1446 0.08
H 1.6959 -2.2217 1.4017 0.07
```

Results
- spin multiplicity = 1
- HOMO level (eV) = -7.84
- Kohn-Sham gap (Eh) = 0.309



(4)
A 3-piece molecular cluster, C4H13NO3 overall. Source: OMol25; level of theory: wB97M-V/def2-TZVPD.

Structure (XYZ):
```
21
Properties=species:S:1:pos:R:3:lowdin_charge:R:1
C -1.5886 0.4400 -0.8355 -0.03
C -0.4994 -0.4023 -0.0950 -0.34
C 0.8205 -0.3576 -0.8904 -0.08
C -0.4345 -0.2298 1.3616 -0.55
N 0.0863 0.9862 1.8255 0.15
O -0.9182 -1.0537 2.1044 0.05
H -1.4556 1.3798 -0.4813 0.04
H -1.4600 0.4412 -1.8605 0.07
H -2.5487 0.4656 -0.5018 0.05
H -0.8450 -1.5330 -0.2583 0.16
H 0.8122 -1.1666 -1.6932 0.10
H 1.7062 -0.6936 -0.2246 0.11
H 1.0825 0.5433 -1.3876 0.05
H 0.6297 1.5705 1.1942 0.10
H 0.0002 1.1072 2.8676 0.13
O 4.1881 2.4255 -1.4472 -0.08
H 4.2780 3.0240 -0.7446 -0.01
H 5.0760 1.9019 -1.5231 0.10
O -3.2265 -3.0669 0.6352 -0.09
H -2.6230 -3.6786 1.0097 0.00
H -3.0799 -2.1031 0.9451 0.07
```

Results
- SMILES = CC(C)C(N)=O.O.O
- spin multiplicity = 1
- HOMO level (eV) = -9.99
- Kohn-Sham gap (Eh) = 0.386



Which of them is least stable? Easy: (2).



(1)
A 3-piece molecular cluster, C4H13NO3 overall. Source: OMol25; level of theory: wB97M-V/def2-TZVPD.

Structure (XYZ):
```
21
Properties=species:S:1:pos:R:3:lowdin_charge:R:1
C -0.8187 2.5411 1.2540 -0.11
C -1.4189 1.1576 1.5160 -0.26
N -0.4410 0.0455 1.3560 -0.11
C 0.0423 -0.7316 2.4615 -0.20
C 0.8205 -1.9545 1.7795 -0.23
O 1.9026 -2.2573 2.1918 0.05
H -1.6423 3.2497 1.4461 0.07
H -0.5402 2.6629 0.1921 0.08
H -0.0110 2.8351 1.9197 0.07
H -2.1688 0.9831 0.7247 0.11
H -1.7872 1.0384 2.5373 0.11
H 0.3536 0.4725 0.8801 0.10
H 0.6700 -0.2883 3.2357 0.11
H -0.8304 -1.1456 3.0024 0.12
H 0.2359 -2.4941 1.0402 0.11
O 0.9590 -0.3970 -7.1060 -0.06
H 1.1182 -0.0107 -6.2398 0.03
H 1.1691 -1.3304 -7.0015 0.03
O 0.7163 -1.5632 -2.0666 -0.06
H 1.0253 -2.1517 -1.3746 0.02
H 0.6456 -0.6612 -1.7486 0.02
```

Results
- SMILES = CCNCC=O.O.O
- spin multiplicity = 1
- HOMO level (eV) = -9.28
- Kohn-Sham gap (Eh) = 0.362



(2)
A 3-piece molecular cluster, C4H13NO3 overall. Source: OMol25; level of theory: wB97M-V/def2-TZVPD.

Structure (XYZ):
```
21
Properties=species:S:1:pos:R:3:lowdin_charge:R:1
C -1.6150 -0.1847 -2.3872 -0.07
N -0.6016 0.2440 -1.3489 -0.09
C 0.1671 -0.7224 -0.6407 -0.36
C -0.3747 -1.6617 0.5306 -0.03
C 0.8756 -1.6492 -1.7703 -0.19
O 1.2067 -2.7999 -1.6596 0.05
H -1.0153 -0.6849 -3.0925 0.05
H -2.4722 -0.7110 -2.1762 0.05
H -1.8855 0.7125 -2.8728 0.07
H -0.9545 1.0230 -0.7337 0.13
H 0.9994 -0.1201 -0.3470 0.10
H -1.0048 -1.0458 1.0752 0.03
H -0.9227 -2.5969 0.1858 0.10
H 0.5593 -1.8558 1.1509 0.09
H 1.1369 -1.3466 -2.7099 0.08
O 1.6824 0.8973 1.5474 -0.07
H 2.4987 0.6982 2.2092 0.14
H 1.1155 0.1922 1.5580 -0.07
O 0.0295 3.6381 4.0457 -0.03
H -0.3916 4.2482 3.4921 0.00
H 0.9665 3.7254 3.9437 0.02
```

Results
- SMILES = CN[C@@H](C)C=O.O.O
- spin multiplicity = 1
- HOMO level (eV) = -8.95
- Kohn-Sham gap (Eh) = 0.349



Which of them is least stable? Easy: (2).